1.
Here is a gas-phase ion, C4H7N (charge +1) at a distorted geometry from OMol25. Energies are from ωB97M-V with the def2-TZVPD basis set.

Each line ends with the Mulliken charge.
Positions of all 12 atoms, in Å:
C 1.34192 1.01754 0.44051  -0.910
C -0.08988 0.59030 0.51136  -0.122
C -0.42308 -0.71783 0.80228  0.008
N -1.42691 -1.31809 0.03985  -0.219
C -1.38444 -1.15568 -1.24781  -0.132
H 1.70179 1.39300 -0.52326  0.324
H 2.04670 0.36543 0.93170  0.347
H 1.25573 1.91784 1.08648  0.318
H -0.58266 1.23057 -0.21017  0.381
H -0.13548 -1.14665 1.76584  0.387
H -1.24285 -0.17464 -1.73003  0.311
H -1.06086 -2.00180 -1.86674  0.305

As for the total charge: +1. Its spin multiplicity is 2. The calculation puts the total energy at -5739.258 eV. The LUMO energy (alpha / beta) is -6.6 / -7.7 eV. The calculation puts the HOMO-LUMO gap (alpha / beta) at 0.3016 / 0.2709 Ha. The calculation puts the energy above the lowest of the compared OMol25 structures with the same formula, charge and spin at 88.9 kcal per mole. Its expectation value of S² is 0.77.

***

2.
Here is a molecular structure, C4H7N2 at a distorted geometry from OMol25. Energies are from ωB97M-V with the def2-TZVPD basis set.

Each line ends with the Mulliken charge.
Positions of all 13 atoms, in Å:
C 0.10398 1.17502 0.70236  -0.418
C -0.86015 -1.00009 0.18019  -0.542
C -0.88206 0.50959 -0.19611  -0.025
C 0.54039 0.32398 -0.51647  -0.400
N 1.43912 -1.89181 -0.55963  -0.766
N 0.65812 -1.00447 -0.26284  0.784
H 0.27225 2.31448 0.69340  0.298
H 0.16739 0.69122 1.67021  0.193
H -1.03597 -1.26355 1.26786  0.297
H -1.30963 -1.61491 -0.48236  0.335
H -1.57765 1.09919 -0.80558  0.346
H 1.18082 0.79167 -1.11504  0.608
H 2.36915 -1.88871 -0.85960  0.291

As for the total charge: +1. The calculation puts the total energy at -7230.082 eV. The LUMO energy is -5.7 eV. The calculation puts the HOMO-LUMO gap at 0.3727 Ha. The calculation puts the energy above the lowest of the compared OMol25 structures with the same formula, charge and spin at 130.4 kcal per mole.

***

3.
Here is a gas-phase ion, C4H7N2 (charge +1) at a distorted geometry from OMol25. Energies are from ωB97M-V with the def2-TZVPD basis set.

Each line ends with the Mulliken charge.
Positions of all 13 atoms, in Å:
C 1.18781 0.65793 0.85704  -0.005
C 1.05834 -0.59321 0.51280  -0.495
C 0.05544 0.66958 -1.06523  -0.178
C -1.08240 0.06354 0.62400  -0.295
N 0.28721 1.46970 0.09110  -0.343
N -0.17125 -0.58774 -0.35731  -0.064
H 1.94877 1.29597 1.27762  0.412
H 1.25670 -1.52555 1.07795  0.356
H -0.84795 0.99562 -1.67425  0.269
H 0.98142 0.76753 -1.64372  0.356
H -0.92280 -0.30572 1.61958  0.306
H -2.00922 0.40785 0.35288  0.324
H -0.29984 -1.59018 -0.67677  0.357

As for the total charge: +1. The calculation puts the total energy at -7229.141 eV. The LUMO energy is -5.4 eV. The calculation puts the HOMO-LUMO gap at 0.3362 Ha. The calculation puts the energy above the lowest of the compared OMol25 structures with the same formula, charge and spin at 152.1 kcal per mole.

***

4.
Here is a gas-phase ion, C4H7N2 (charge +1) at a distorted geometry from OMol25. Energies are from ωB97M-V with the def2-TZVPD basis set.

Each line ends with the Mulliken charge.
Positions of all 13 atoms, in Å:
C 1.07180 -1.52225 -0.83333  -0.243
C 0.13293 0.58177 -1.05687  -0.401
C -0.18496 -0.01439 0.27948  0.481
C -0.83622 0.49063 1.46912  -1.052
N 0.77314 -0.51437 -1.67980  -0.048
N 0.50154 -1.09910 0.35982  0.049
H -0.68557 0.89748 -1.60087  0.349
H 0.69814 1.46488 -0.85788  0.311
H -1.96775 0.49296 1.34319  0.331
H -0.62848 1.54622 1.62083  0.321
H -0.61916 -0.16861 2.34374  0.319
H 1.31903 -0.46216 -2.61746  0.310
H 0.42555 -1.69306 1.23003  0.274

As for the total charge: +1. The calculation puts the total energy at -7232.738 eV. The LUMO energy is -5.5 eV. The calculation puts the HOMO-LUMO gap at 0.3178 Ha. The calculation puts the energy above the lowest of the compared OMol25 structures with the same formula, charge and spin at 69.2 kcal per mole.

***

5.
Here is a gas-phase ion, C4H7N2 (charge +1) at a distorted geometry from OMol25. Energies are from ωB97M-V with the def2-TZVPD basis set.

Each line ends with the Mulliken charge.
Positions of all 13 atoms, in Å:
H -1.68911 2.27931 0.88585  0.280
N -0.89899 1.79589 0.40680  -0.560
C -0.78464 0.52180 0.76036  -0.121
C 0.23193 -0.41903 0.28942  0.527
C -0.19681 -1.74667 0.54461  -0.743
C 1.14337 -0.17621 -0.75485  -0.096
N 0.68311 0.84990 -1.30180  -0.319
H -1.23550 -0.00406 1.55595  0.382
H 0.33163 -2.64858 0.13539  0.222
H -0.86774 -2.33484 1.27161  0.275
H 1.86544 -0.90436 -0.99002  0.431
H 0.15245 1.58786 -0.62277  0.445
H 1.26486 1.19899 -2.18057  0.277

As for the total charge: +1. The calculation puts the total energy at -7231.573 eV. The LUMO energy is -5.4 eV. The calculation puts the HOMO-LUMO gap at 0.3505 Ha. The calculation puts the energy above the lowest of the compared OMol25 structures with the same formula, charge and spin at 96.1 kcal per mole. The SMILES is [H]/N=C/C(=C)C=[NH2+].

***

6.
Here is a gas-phase ion, C4H7N2 (charge +1) at a distorted geometry from OMol25. Energies are from ωB97M-V with the def2-TZVPD basis set.

Each line ends with the Mulliken charge.
Positions of all 13 atoms, in Å:
C -0.97512 0.89015 -0.22032  -0.093
C 0.42168 1.35291 -0.37531  -0.323
C -2.43695 -1.00111 -0.25842  -0.347
C 2.00204 -0.26317 0.86678  -0.098
N -1.60147 -0.08495 -0.42789  -0.029
N 1.20016 0.13117 -0.05306  -0.136
H 0.55873 1.34031 -1.41893  0.290
H 0.60324 2.19739 0.28493  0.349
H -3.01882 -1.34047 -1.09508  0.282
H -2.23784 -1.58298 0.64680  0.258
H 2.23059 -1.36260 1.05742  0.245
H 2.48866 0.39477 1.57650  0.282
H 0.76511 -0.67143 -0.58343  0.321

As for the total charge: +1. The calculation puts the total energy at -7230.479 eV. The LUMO energy is -5.2 eV. The calculation puts the HOMO-LUMO gap at 0.2507 Ha. The calculation puts the energy above the lowest of the compared OMol25 structures with the same formula, charge and spin at 121.3 kcal per mole.

***

7.
Here is a gas-phase ion, C4H7N2 (charge +1) at a distorted geometry from OMol25. Energies are from ωB97M-V with the def2-TZVPD basis set.

Each line ends with the Mulliken charge.
Positions of all 13 atoms, in Å:
C 1.15386 0.11452 1.76154  -0.826
N 0.29606 0.74420 0.72306  -0.086
C -0.42247 -0.10151 0.02564  0.061
C -1.17234 0.17242 -1.17217  -0.334
C -0.34989 -0.70041 -2.28828  0.085
N 0.15063 -1.38016 -3.07898  -0.258
H 1.65821 -0.52899 1.05267  0.392
H 1.80048 0.84936 2.14668  0.341
H 0.58105 -0.45601 2.53796  0.295
H 0.21361 1.73234 0.76406  0.300
H -0.42912 -1.19584 0.27071  0.392
H -2.20256 -0.36076 -1.15137  0.287
H -1.27751 1.11084 -1.59153  0.352

As for the total charge: +1. The calculation puts the total energy at -7232.427 eV. The LUMO energy is -5.9 eV. The calculation puts the HOMO-LUMO gap at 0.3849 Ha. The calculation puts the energy above the lowest of the compared OMol25 structures with the same formula, charge and spin at 76.4 kcal per mole. The SMILES is C/[NH+]=C/CC#N.

***

8.
Here is a gas-phase ion, C4H7N2O (charge -1) at a distorted geometry from OMol25. Energies are from ωB97M-V with the def2-TZVPD basis set.

Each line ends with the Mulliken charge.
Positions of all 14 atoms, in Å:
C 0.70918 -0.02581 -0.20785  0.189
C -3.45653 -0.08997 0.20256  -0.732
C -1.36410 -1.05734 -0.20261  -0.430
C 1.98595 0.58415 0.30111  -1.038
N -0.08438 -0.85175 0.42316  -0.643
N -2.18386 0.13641 0.04469  0.493
O -1.53998 1.32511 -0.07997  -0.750
H -3.97211 0.88773 0.56595  0.093
H 0.43996 0.23770 -1.17452  0.409
H -1.25627 -1.46898 -1.24277  0.278
H -2.02526 -1.90114 0.33363  0.302
H 2.92614 0.48490 -0.35125  0.265
H 2.29524 0.07071 1.25026  0.288
H 1.77130 1.55232 0.75864  0.277

As for the total charge: -1. The calculation puts the total energy at -9284.853 eV. The LUMO energy is 4.0 eV. The calculation puts the HOMO-LUMO gap at 0.2437 Ha. The calculation puts the energy above the lowest of the compared OMol25 structures with the same formula, charge and spin at 57.8 kcal per mole.

***

9.
Here is a gas-phase ion, C4H7N2O (charge +1) at a distorted geometry from OMol25. Energies are from ωB97M-V with the def2-TZVPD basis set.

Each line ends with the Mulliken charge.
Positions of all 14 atoms, in Å:
H -2.16677 1.74742 1.17284  0.321
N -1.29636 1.17893 0.94197  -0.444
C -1.19779 0.37531 0.01085  0.185
O -2.05876 0.03062 -0.97471  -0.460
C 0.04470 -0.50502 0.08957  0.953
N -0.18000 -1.65235 0.68425  -0.237
C 1.35086 -0.07670 -0.21581  -0.222
C 1.72512 1.16868 -0.50289  -0.835
H -1.43451 -0.37334 -1.68730  0.400
H 0.54528 -2.25305 0.95505  0.216
H -1.03918 -2.05894 0.78187  0.234
H 2.03095 -0.99556 0.00718  0.230
H 1.02513 1.98180 -0.62371  0.282
H 2.65133 1.43220 -0.63917  0.378

As for the total charge: +1. The calculation puts the total energy at -9280.241 eV. The LUMO energy is -5.9 eV. The calculation puts the HOMO-LUMO gap at 0.3339 Ha. The calculation puts the energy above the lowest of the compared OMol25 structures with the same formula, charge and spin at 58.8 kcal per mole. The SMILES is [H]/N=C(\O)C(=[NH2+])C=C.

***

10.
Here is a molecular structure, C4H7N2O at a distorted geometry from OMol25. Energies are from ωB97M-V with the def2-TZVPD basis set.

Each line ends with the Mulliken charge.
Positions of all 14 atoms, in Å:
C 0.13354 -1.63695 -0.08208  -0.048
C -0.99515 -0.60857 -0.60525  -0.484
C 1.75332 -0.02085 0.29643  -0.070
C 0.34690 1.32378 0.32101  -0.390
N 1.28904 -1.29481 0.35880  -0.366
N -0.92647 0.59080 0.26918  -0.249
O 1.22350 0.87203 -0.63109  -0.321
H 0.02071 -2.70461 -0.38048  0.373
H -0.74251 -0.15042 -1.62868  0.328
H -2.01415 -0.89621 -0.70170  0.406
H 2.27846 0.41962 1.11562  0.481
H 0.59441 2.28226 0.70064  0.587
H -1.65085 1.28269 -0.19819  0.420
H -1.31076 0.54124 1.16576  0.334

As for the total charge: +1. The calculation puts the total energy at -9277.340 eV. The LUMO energy is -5.1 eV. The calculation puts the HOMO-LUMO gap at 0.2951 Ha. The calculation puts the energy above the lowest of the compared OMol25 structures with the same formula, charge and spin at 125.7 kcal per mole.

***

11.
Here is a gas-phase ion, C4H7N2O2 (charge +1) at a distorted geometry from OMol25. Energies are from ωB97M-V with the def2-TZVPD basis set.

Each line ends with the Mulliken charge.
Positions of all 15 atoms, in Å:
C -0.91868 -2.93428 -1.03140  0.010
C 0.14952 1.50553 0.58994  0.098
C -0.60767 -1.72033 -0.11373  0.411
C -0.44047 0.88529 -0.45435  -0.427
N 0.90260 1.15172 1.64210  -0.316
N -0.11834 -0.48682 -0.87857  -0.159
O -0.79749 -2.80151 -2.25899  -0.360
O -0.62065 -1.67592 1.09321  -0.421
H -1.13653 -3.83406 -0.40242  0.393
H 0.04952 2.62141 0.48767  0.286
H -1.16866 1.52549 -1.13763  0.282
H 1.26702 1.89326 2.25478  0.242
H -0.32909 -0.70652 -1.86372  0.408
H 0.94308 -0.57615 -0.92486  0.396
H 1.12705 0.27668 1.84381  0.158

As for the total charge: +1. Its spin multiplicity is 3. The calculation puts the total energy at -11324.860 eV. The LUMO energy (alpha / beta) is -3.6 / -8.5 eV. The calculation puts the HOMO-LUMO gap (alpha / beta) at 0.3296 / 0.1735 Ha. The calculation puts the energy above the lowest of the compared OMol25 structures with the same formula, charge and spin at 30.7 kcal per mole. Its expectation value of S² is 2.02.

***

12.
Here is 2 unconnected molecules or ions with the total composition C4H7N2OS at a distorted geometry from OMol25. Energies are from ωB97M-V with the def2-TZVPD basis set.

Each line ends with the Mulliken charge.
Positions of all 15 atoms, in Å:
C 0.64644 -2.41432 -0.80398  -0.293
C 0.49078 -1.59188 0.21244  -0.521
C 0.29960 -1.76776 -2.14323  -0.276
C -0.07317 -0.36348 -0.28206  0.507
N -0.76856 0.31881 -2.46164  -0.691
N -0.30321 -0.57495 -1.73558  0.812
O -0.45585 0.66113 0.13599  -0.382
S -0.52733 3.61641 0.92376  -0.247
H 0.98332 -3.42449 -0.56015  0.398
H 0.53686 -1.87228 1.21149  0.477
H 1.21657 -1.53836 -2.63215  0.298
H -0.34966 -2.42755 -2.89316  0.340
H -1.00642 1.10911 -1.89256  0.317
H -0.43220 4.49677 1.82511  0.144
H 0.24513 2.71804 1.35966  0.115

As for the total charge: +1. The calculation puts the total energy at -20114.100 eV. The LUMO energy is -7.1 eV. The calculation puts the HOMO-LUMO gap at 0.1893 Ha. The calculation puts the energy above the lowest of the compared OMol25 structures with the same formula, charge and spin at 78.1 kcal per mole.